Here is 8 unconnected molecules or ions with the total composition C5H29N3O7 from the OMol25 dataset. Energies are from ωB97M-V/def2-TZVPD.

Output
* structure (SMILES): CC[C@H](CN)NCN.O.O.O.O.O.O.O
* energy above the lowest of the compared OMol25 structures with the same formula, charge and spin: 106.8 kJ/mol
* LUMO: 0.24 eV

Last column: natural (NBO) charge in e.
Positions of all 44 atoms, in Å:
C -2.566 1.733 0.113  -0.605
C -1.907 0.998 -1.110  -0.419
C -0.747 0.104 -0.689  -0.048
C 0.618 0.850 -0.926  -0.232
N 1.728 -0.076 -1.187  -0.898
N -0.712 -1.218 -1.326  -0.688
C -1.009 -1.374 -2.746  -0.060
N -2.338 -1.898 -3.043  -0.828
H -1.736 1.928 0.786  0.210
H -3.318 1.051 0.489  0.211
H -2.973 2.692 -0.192  0.211
H -2.710 0.365 -1.490  0.201
H -1.649 1.640 -1.951  0.202
H -0.795 -0.185 0.364  0.192
H 0.894 1.444 -0.077  0.173
H 0.407 1.521 -1.763  0.170
H 1.257 -0.940 -1.457  0.389
H 2.344 0.259 -1.911  0.375
H -1.083 -1.953 -0.755  0.389
H -0.235 -2.008 -3.183  0.178
H -0.899 -0.416 -3.259  0.177
H -2.344 -2.871 -2.746  0.356
H -3.011 -1.485 -2.425  0.353
O 4.298 3.051 -0.692  -0.975
H 4.042 3.110 0.254  0.487
H 3.782 3.731 -1.137  0.463
O 2.555 -0.604 1.883  -0.978
H 2.234 -0.452 0.984  0.493
H 3.474 -0.849 1.725  0.476
O 0.143 -2.097 2.245  -0.962
H 0.461 -1.219 2.012  0.493
H 0.755 -2.655 1.749  0.483
O -2.333 -3.075 3.133  -0.971
H -2.514 -2.233 3.566  0.468
H -1.411 -2.940 2.846  0.493
O 0.836 3.291 2.191  -0.924
H 1.458 2.788 1.657  0.462
H 0.871 4.137 1.726  0.464
O -2.870 -3.278 0.008  -0.967
H -3.649 -3.682 0.399  0.481
H -2.375 -2.981 0.782  0.485
O 4.189 2.279 1.849  -0.946
H 3.746 1.428 1.745  0.487
H 5.091 2.088 1.560  0.480

Here is 8 unconnected molecules or ions with the total composition C5H29N3O7 from the OMol25 dataset. Energies are from ωB97M-V/def2-TZVPD.

Output
* structure (SMILES): C[C@H](CCN)NCN.O.O.O.O.O.O.O
* energy above the lowest of the compared OMol25 structures with the same formula, charge and spin: 427.7 kJ/mol
* LUMO: 0.00 eV

Last column: natural (NBO) charge in e.
Positions of all 44 atoms, in Å:
C -1.458 2.993 -0.243  -0.680
C -1.650 1.436 -0.752  -0.040
C -2.639 0.595 0.119  -0.432
C -2.134 0.531 1.547  -0.232
N -1.476 -0.782 1.689  -0.877
N -0.487 0.423 -0.727  -0.669
C 0.486 0.506 -1.885  -0.026
N 1.576 -0.475 -1.481  -0.896
H -1.893 2.990 0.845  0.215
H -0.478 3.341 0.200  0.235
H -1.921 3.632 -1.002  0.233
H -1.848 1.464 -1.764  0.183
H -2.449 -0.475 -0.295  0.214
H -3.690 0.780 0.152  0.215
H -2.943 0.615 2.337  0.201
H -1.480 1.322 1.759  0.182
H -2.192 -1.367 1.888  0.350
H -0.949 -1.148 0.843  0.394
H -0.052 0.681 0.112  0.360
H 0.869 1.530 -2.032  0.163
H -0.084 0.209 -2.735  0.157
H 1.251 -1.392 -1.186  0.391
H 2.390 -0.602 -2.233  0.377
O 0.343 -1.158 3.787  -0.964
H 0.734 -1.725 3.160  0.480
H -0.523 -0.990 3.524  0.493
O -2.694 -2.338 -1.896  -0.916
H -2.221 -2.753 -2.605  0.451
H -2.407 -1.437 -1.924  0.476
O 0.175 -3.313 -2.506  -0.936
H 0.376 -4.087 -1.896  0.475
H -0.705 -3.071 -2.283  0.454
O 1.982 0.786 2.471  -0.982
H 2.737 0.325 2.631  0.459
H 1.321 0.341 3.083  0.501
O 1.647 -3.427 1.600  -0.919
H 2.550 -3.218 1.639  0.461
H 1.810 -4.247 1.247  0.459
O 1.895 3.678 -2.292  -0.962
H 2.784 3.612 -1.868  0.495
H 1.225 3.114 -1.819  0.469
O 2.870 1.899 0.152  -0.975
H 2.805 0.943 -0.178  0.498
H 2.321 2.056 0.791  0.468

Here is 11 unconnected molecules or ions with the total composition C5H29NO10 from the OMol25 dataset. Energies are from ωB97M-V/def2-TZVPD.

Output
* structure (SMILES): C=C/C(C)=C/N.O.O.O.O.O.O.O.O.O.O
* energy above the lowest of the compared OMol25 structures with the same formula, charge and spin: 424.4 kJ/mol
* LUMO: 0.13 eV

Last column: natural (NBO) charge in e.
Positions of all 45 atoms, in Å:
C 2.670 0.155 0.734  -0.367
C 1.621 -0.583 0.396  -0.202
C 0.631 -0.349 -0.688  -0.139
C 1.179 -0.524 -2.081  -0.657
C -0.647 -0.020 -0.459  -0.011
N -1.665 -0.074 -1.436  -0.852
H 3.068 0.963 0.142  0.177
H 3.192 0.047 1.674  0.206
H 1.224 -1.356 1.065  0.199
H 0.587 -1.203 -2.711  0.203
H 2.192 -0.890 -2.274  0.229
H 1.260 0.461 -2.490  0.215
H -0.946 0.166 0.547  0.195
H -1.388 0.068 -2.393  0.384
H -2.428 0.484 -1.078  0.403
O -2.043 -3.087 -1.239  -0.948
H -2.748 -2.953 -1.898  0.462
H -1.574 -2.256 -1.401  0.478
O -1.205 3.534 0.863  -0.968
H -1.209 3.551 1.820  0.471
H -0.278 3.270 0.677  0.492
O 0.578 1.297 -4.373  -0.951
H -0.017 1.984 -4.672  0.481
H 0.297 0.497 -4.859  0.475
O 2.727 2.452 -3.093  -0.940
H 2.039 1.978 -2.648  0.466
H 3.011 1.892 -3.825  0.476
O -1.810 -2.906 2.338  -0.972
H -1.591 -2.510 1.486  0.494
H -2.647 -3.342 2.242  0.494
O 1.476 -4.144 0.569  -0.942
H 1.552 -3.456 -0.103  0.473
H 1.363 -3.733 1.435  0.473
O -1.049 1.400 2.829  -0.994
H -0.552 0.577 3.064  0.501
H -0.744 1.619 1.938  0.462
O -3.101 0.037 1.306  -0.963
H -3.810 0.152 1.930  0.476
H -2.575 0.845 1.389  0.485
O 0.047 -1.051 3.350  -0.969
H -0.125 -1.050 4.290  0.481
H -0.549 -1.717 2.963  0.508
O 1.604 3.446 0.631  -0.960
H 1.985 4.139 1.172  0.486
H 2.284 3.130 0.026  0.489

Here is 10 unconnected molecules or ions with the total composition C5H29NO10 from the OMol25 dataset. Energies are from ωB97M-V/def2-TZVPD.

Output
* structure (SMILES): OC[C@@H]1CCCN1.O.O.O.O.O.O.O.O.O
* energy above the lowest of the compared OMol25 structures with the same formula, charge and spin: 144.0 kJ/mol
* LUMO: 0.19 eV

Last column: natural (NBO) charge in e.
Positions of all 45 atoms, in Å:
O -1.707 -1.022 -1.890  -0.751
C -1.701 -0.007 -0.875  -0.063
C -0.305 0.252 -0.316  -0.087
C 0.104 -0.705 0.818  -0.421
C 0.683 0.171 1.929  -0.431
C 0.109 1.555 1.676  -0.232
N -0.219 1.632 0.242  -0.677
H -1.467 -0.630 -2.740  0.494
H -2.395 -0.369 -0.115  0.173
H -2.165 0.898 -1.271  0.179
H 0.396 0.172 -1.140  0.207
H 0.842 -1.408 0.437  0.223
H -0.739 -1.307 1.165  0.194
H 0.455 -0.178 2.933  0.237
H 1.770 0.180 1.864  0.208
H -0.787 1.724 2.265  0.195
H 0.775 2.358 1.981  0.205
H 0.484 2.147 -0.264  0.382
O -2.922 2.459 0.901  -0.980
H -2.047 2.312 0.490  0.502
H -2.829 3.328 1.306  0.479
O 0.398 -2.878 -2.081  -1.002
H -0.411 -2.345 -1.972  0.503
H 0.535 -3.403 -1.274  0.506
O 4.194 0.474 -0.723  -0.983
H 4.504 1.191 -0.162  0.469
H 3.460 0.807 -1.273  0.492
O 2.449 -1.355 -2.868  -0.988
H 3.192 -1.629 -2.294  0.488
H 1.694 -1.917 -2.572  0.516
O 0.814 -4.370 0.256  -0.954
H 1.084 -4.056 1.125  0.487
H 0.295 -5.159 0.414  0.486
O -3.209 0.310 2.640  -0.977
H -2.707 -0.375 2.186  0.466
H -3.198 1.091 2.041  0.511
O -1.566 0.496 4.884  -0.985
H -2.090 0.423 5.684  0.464
H -2.214 0.436 4.150  0.496
O 2.255 1.247 -2.598  -1.015
H 2.269 0.257 -2.745  0.514
H 2.729 1.612 -3.357  0.488
O -0.447 1.847 -3.307  -0.971
H 0.477 1.613 -3.076  0.493
H -0.841 2.123 -2.474  0.460

Here is 11 unconnected molecules or ions with the total composition C5H29NO11 from the OMol25 dataset. Energies are from ωB97M-V/def2-TZVPD.

Output
* structure (SMILES): O=CN1CCCC1.O.O.O.O.O.O.O.O.O.O
* energy above the lowest of the compared OMol25 structures with the same formula, charge and spin: 277.5 kJ/mol
* LUMO: 0.28 eV

Last column: natural (NBO) charge in e.
Positions of all 46 atoms, in Å:
O 1.309 -0.659 -2.314  -0.672
C 0.335 -0.692 -1.579  0.572
N -0.508 0.371 -1.461  -0.457
C -1.878 0.145 -0.941  -0.242
C -2.783 1.106 -1.749  -0.431
C -1.750 2.134 -2.196  -0.411
C -0.564 1.293 -2.609  -0.232
H 0.197 -1.605 -0.981  0.142
H -1.955 0.375 0.126  0.212
H -2.065 -0.931 -0.988  0.202
H -3.522 1.596 -1.081  0.242
H -3.293 0.691 -2.625  0.200
H -2.059 2.693 -3.092  0.208
H -1.565 2.883 -1.408  0.220
H -0.574 0.874 -3.614  0.196
H 0.370 1.872 -2.690  0.228
O 4.062 -0.512 -0.877  -0.986
H 4.420 -1.361 -0.616  0.471
H 3.342 -0.614 -1.513  0.513
O 0.867 -0.626 0.878  -0.988
H 1.642 -0.691 1.471  0.517
H 0.837 0.338 0.779  0.489
O 2.880 -1.874 2.348  -0.961
H 3.646 -2.291 1.945  0.471
H 2.382 -2.616 2.724  0.501
O -1.425 -1.787 1.803  -0.974
H -0.616 -1.621 1.280  0.504
H -1.577 -0.932 2.228  0.489
O -1.750 0.191 4.610  -0.967
H -1.110 0.899 4.536  0.481
H -1.359 -0.686 4.603  0.488
O -0.952 -1.400 -4.630  -0.926
H -0.417 -1.057 -5.355  0.470
H -1.714 -0.811 -4.654  0.461
O -3.675 1.078 1.190  -0.965
H -4.231 1.254 1.951  0.490
H -3.794 0.207 0.808  0.482
O 3.848 1.505 1.719  -0.965
H 4.021 0.798 1.085  0.490
H 4.704 1.701 2.111  0.472
O 0.192 -3.029 3.561  -0.995
H -0.318 -3.832 3.711  0.467
H -0.329 -2.634 2.818  0.490
O 2.051 3.001 -0.665  -0.952
H 2.562 2.233 -0.939  0.476
H 2.117 3.023 0.296  0.478

Here is a molecular structure, C5H2Br2N2S6SbTc from the OMol25 dataset. Energies are from ωB97M-V/def2-TZVPD.

Output
* charge: +2
* LUMO (alpha / beta): -9.94 / -9.79 eV

Last column: natural (NBO) charge in e.
Positions of all 19 atoms, in Å:
Tc 6.947 7.070 8.293  0.146
S 9.014 6.179 9.150  0.276
C 8.036 5.450 10.402  -0.353
S 6.347 5.653 10.064  0.331
C 8.517 4.764 11.559  -0.117
C 7.699 4.492 12.676  0.192
N 7.096 4.227 13.620  -0.111
C 9.883 4.403 11.764  0.198
N 10.980 4.039 11.933  -0.109
Br 6.162 4.515 7.168  0.167
C 7.173 4.905 5.473  -0.364
Br 7.850 6.856 5.832  0.183
H 6.551 4.860 4.609  0.252
H 8.048 4.287 5.393  0.253
S 3.760 9.566 9.504  -0.368
Sb 3.888 11.700 8.531  1.251
S 6.092 9.016 8.916  0.285
S 6.098 9.384 6.882  0.095
S 5.884 11.463 7.054  -0.207

Here is 2 unconnected molecules or ions with the total composition C5H2Br4OS from the OMol25 dataset. Energies are from ωB97M-V/def2-TZVPD.

Output
* energy above the lowest of the compared OMol25 structures with the same formula, charge and spin: 0.0 kJ/mol
* LUMO: -0.60 eV

Last column: natural (NBO) charge in e.
Positions of all 13 atoms, in Å:
C 3.005 -1.004 0.497  -0.219
C 4.201 -0.356 0.182  -0.162
C 2.127 -0.260 1.263  -0.291
C 4.164 0.946 0.625  -0.369
C 0.073 -0.853 1.430  0.174
O -0.293 -1.744 0.489  -0.670
S 2.647 1.343 1.348  0.536
Br 2.863 -2.868 0.052  0.074
Br 5.738 -1.113 -0.746  0.093
Br 5.375 2.290 0.193  0.145
Br -0.881 0.891 1.541  -0.027
H -0.168 -1.235 2.443  0.209
H -0.052 -1.455 -0.458  0.508

Here is a single C5H2Cl2 molecule from the OMol25 dataset. Energies are from ωB97M-V/def2-TZVPD.

Output
* structure (SMILES): C#CC=C=C(Cl)Cl
* energy above the lowest of the compared OMol25 structures with the same formula, charge and spin: 0.0 kJ/mol
* LUMO: -0.12 eV

Last column: natural (NBO) charge in e.
Positions of all 9 atoms, in Å:
C 1.023 1.285 1.934  -0.193
C 0.548 1.199 0.849  -0.038
C 0.107 0.957 -0.483  -0.277
C -0.431 -0.245 -0.651  0.077
C -0.813 -1.438 -1.051  -0.159
Cl 0.166 -2.714 -1.730  0.053
Cl -2.384 -1.929 -0.584  0.055
H 1.541 1.118 2.829  0.235
H 0.243 1.766 -1.114  0.247

Here is a single C5H2Cl2O3 molecule from the OMol25 dataset. Energies are from ωB97M-V/def2-TZVPD.

Output
* structure (SMILES): O=C(O)c1cc(Cl)c(Cl)o1
* energy above the lowest of the compared OMol25 structures with the same formula, charge and spin: 0.0 kJ/mol
* LUMO: 0.06 eV

Last column: natural (NBO) charge in e.
Positions of all 12 atoms, in Å:
O -2.615 -1.080 -0.007  -0.539
C -1.966 -0.074 -0.011  0.739
O -2.539 1.145 0.069  -0.656
C -0.505 -0.125 -0.062  0.127
C 0.349 -1.177 0.009  -0.227
C 1.642 -0.611 0.030  -0.152
Cl 3.115 -1.484 0.016  0.056
C 1.511 0.725 -0.022  0.207
Cl 2.590 2.020 0.006  0.093
O 0.195 1.052 -0.040  -0.408
H -1.894 1.850 0.029  0.494
H 0.116 -2.241 -0.019  0.265

no.,F_max (hartree/bohr),total energy (eV)
1,0.04058,-24458.132
2,0.18483,-24454.806
3,0.03581,-27619.240
4,0.01735,-27622.145
5,0.04845,-29668.454
6,0.06646,-222008.531
7,0.07992,-298266.912
8,0.06475,-30257.950
9,0.02184,-36404.305